Record 1
This record from OMol25 describes C3H6N2O in the gas phase. The level of theory is ωB97M-V/def2-TZVPD.

Properties
LUMO level: 0.9 eV
SMILES: C=NCNC=O
energy above the lowest of the compared OMol25 structures with the same formula, charge and spin: 33.5 kcal/mol

```
12
Properties=species:S:1:pos:R:3:forces:R:3
C -2.109 -0.476 -0.962 0.26 0.02 -0.13
N -0.864 -0.327 -1.134 -0.43 -0.01 0.14
C -0.173 0.384 -0.072 0.01 0.24 0.11
N 0.962 -0.358 0.417 0.15 -0.07 0.11
C 2.138 0.234 0.773 -0.02 -0.08 -0.01
O 3.054 -0.314 1.346 -0.30 0.10 -0.19
H -0.871 0.643 0.743 0.09 -0.07 -0.06
H -2.706 -0.945 -1.744 0.11 -0.03 0.09
H -2.637 -0.144 -0.055 0.10 0.00 -0.14
H 0.210 1.321 -0.494 -0.06 -0.14 0.08
H 0.829 -1.318 0.709 0.02 0.14 -0.03
H 2.167 1.300 0.473 0.07 -0.11 0.01
```
Forces are in eV/Å.

natural (NBO) population analysis, charges in e, atoms 1 to 5: -0.05, -0.39, -0.08, -0.62, 0.54

Record 2
This record from OMol25 describes C3H6N2O in the gas phase. The level of theory is ωB97M-V/def2-TZVPD.

Properties
LUMO level: 1.0 eV
SMILES: C/N=C/NC=O
energy above the lowest of the compared OMol25 structures with the same formula, charge and spin: 23.8 kcal/mol

```
12
Properties=species:S:1:pos:R:3:forces:R:3
C -2.199 -0.214 -0.608 -0.18 0.06 -0.09
N -0.968 -0.610 0.035 0.35 0.17 -0.02
C 0.009 0.185 0.115 -0.18 -0.16 -0.08
N 1.219 -0.314 0.587 0.13 -0.15 -0.01
C 2.440 0.311 0.570 0.06 -0.04 0.01
O 3.489 -0.274 0.708 -0.32 0.23 0.04
H -2.955 0.103 0.121 0.16 -0.08 -0.03
H -2.072 0.584 -1.352 0.01 -0.02 0.14
H -2.593 -1.098 -1.119 -0.03 0.23 0.03
H 0.022 1.244 -0.179 -0.04 -0.20 -0.03
H 1.231 -1.323 0.685 0.07 0.06 0.10
H 2.375 1.406 0.437 -0.02 -0.10 -0.06
```
Forces are in eV/Å.

natural (NBO) population analysis, charges in e, atoms 1 to 5: -0.43, -0.46, 0.27, -0.62, 0.54

Record 3
This record from OMol25 describes C3H6N2O in the gas phase. The level of theory is ωB97M-V/def2-TZVPD.

Properties
LUMO level: 0.8 eV
SMILES: CC1=NOCN1
energy above the lowest of the compared OMol25 structures with the same formula, charge and spin: 57.1 kcal/mol

```
12
Properties=species:S:1:pos:R:3:forces:R:3
C -0.674 0.719 1.507 -0.30 0.65 0.33
C 0.723 -0.687 -1.595 0.08 -0.08 0.06
N -0.551 0.696 0.063 0.10 0.11 0.02
C 0.359 -0.316 -0.209 -0.28 0.24 0.14
O 0.276 -0.238 1.956 -0.13 0.18 0.06
N 0.872 -0.827 0.835 0.55 -0.62 -0.39
H -1.369 0.825 -0.509 0.03 -0.19 0.00
H -0.399 1.711 1.908 -0.12 -0.29 0.00
H -1.677 0.447 1.864 0.06 0.02 -0.08
H 1.520 -1.425 -1.567 -0.02 -0.01 -0.06
H -0.139 -1.104 -2.118 0.01 -0.01 -0.03
H 1.060 0.197 -2.135 0.02 0.00 -0.05
```
Forces are in eV/Å.

natural (NBO) population analysis, charges in e, atoms 1 to 5: 0.08, -0.65, -0.65, 0.35, -0.38

Record 4
This record from OMol25 describes 2 unconnected molecules or ions with the total composition C3H6N2O at a distorted geometry. The level of theory is ωB97M-V/def2-TZVPD.

Properties
LUMO level (spin up / spin down): -0.2 / -0.2 eV
energy above the lowest of the compared OMol25 structures with the same formula, charge and spin: 161.4 kcal/mol

```
12
Properties=species:S:1:pos:R:3:forces:R:3
C 0.793 -0.587 -0.970 0.94 0.43 0.60
C 0.652 0.552 0.891 0.96 -0.94 -1.54
C -0.711 0.639 0.815 -1.49 0.00 -0.68
O -2.448 -0.373 -0.174 0.35 0.64 -0.11
N -1.165 0.174 -0.357 -0.51 -0.21 1.37
N 1.605 0.514 1.681 -0.21 0.48 0.16
H -2.781 -0.471 -1.077 0.05 0.04 0.09
H 2.527 0.657 1.262 -0.13 -0.36 -0.11
H -1.371 1.124 1.527 -0.11 -0.23 0.04
H 0.174 -1.251 -1.561 -0.33 0.06 0.29
H 1.192 0.190 -1.610 0.22 0.01 0.08
H 1.533 -1.168 -0.427 0.26 0.07 -0.20
```
Forces are in eV/Å.

natural (NBO) population analysis, charges in e, atoms 1 to 5: -0.62, 0.34, -0.15, -0.55, -0.03

Record 5
This record from OMol25 describes 3 unconnected molecules or ions with the total composition C3H6N2O at a distorted geometry. The level of theory is ωB97M-V/def2-TZVPD.

Properties
LUMO level: -0.6 eV
SMILES: [H]/N=C\C#N.[H][H].C=O
energy above the lowest of the compared OMol25 structures with the same formula, charge and spin: 98.9 kcal/mol

```
12
Properties=species:S:1:pos:R:3:forces:R:3
N 0.758 0.616 1.342 0.44 -0.40 -0.19
C 0.968 -0.450 0.687 0.24 0.17 0.45
C -1.211 -0.681 -1.030 -0.43 0.10 -0.14
O -2.084 0.068 -0.674 0.13 -0.59 -0.48
C 1.765 -0.501 -0.527 0.71 0.02 -0.79
N 2.456 -0.505 -1.455 -0.70 -0.04 0.80
H 1.129 1.440 0.861 0.12 -0.10 0.12
H -1.006 1.406 1.165 -0.41 0.32 0.08
H 0.584 -1.394 1.070 0.17 0.07 -0.04
H -0.462 -0.396 -1.792 -0.15 0.00 0.02
H -1.124 -1.704 -0.615 -0.03 0.06 -0.07
H -1.514 1.407 0.621 -0.08 0.41 0.23
```
Forces are in eV/Å.

natural (NBO) population analysis, charges in e, atoms 1 to 5: -0.49, -0.02, 0.25, -0.49, 0.19

Record 6
This record from OMol25 describes 2 unconnected molecules or ions with the total composition C3H6N2O. The level of theory is ωB97M-V/def2-TZVPD.

Properties
LUMO level (spin up / spin down): 0.2 / -0.2 eV
energy above the lowest of the compared OMol25 structures with the same formula, charge and spin: 142.7 kcal/mol

```
12
Properties=species:S:1:pos:R:3:forces:R:3
C -0.335 0.460 -0.073 -0.10 0.21 -0.18
C 0.733 1.469 -0.089 0.02 0.08 0.01
N -0.841 -0.437 0.794 -0.50 0.04 0.12
C -1.638 0.079 -0.344 0.01 -0.09 0.09
N 0.824 -1.636 -0.108 0.44 -0.30 -0.15
O -2.691 -0.051 -0.875 0.26 0.01 0.20
H -0.697 -0.628 1.780 -0.08 0.08 -0.13
H 1.528 -2.389 -0.088 -0.07 -0.01 -0.02
H 0.103 -2.028 -0.720 -0.01 0.05 0.05
H 1.600 1.060 0.428 -0.02 0.02 -0.02
H 0.404 2.389 0.409 0.04 -0.07 -0.02
H 1.010 1.713 -1.114 -0.01 -0.02 0.05
```
Forces are in eV/Å.

natural (NBO) population analysis, charges in e, atoms 1 to 5: 0.21, -0.67, -0.48, 0.65, -0.96

Record 7
This record from OMol25 describes a molecular structure, C3H6N2O. The level of theory is ωB97M-V/def2-TZVPD.

Properties
LUMO level: 0.7 eV
energy above the lowest of the compared OMol25 structures with the same formula, charge and spin: 32.8 kcal/mol

```
12
Properties=species:S:1:pos:R:3:forces:R:3
N 0.866 -0.269 0.673 -0.05 0.07 0.32
C 0.803 -0.587 -1.267 0.02 -0.15 -0.80
O 1.713 -1.297 -1.546 -0.42 0.41 -0.03
N -0.229 0.076 -1.533 0.42 -0.08 -0.16
C -0.598 -0.123 0.800 0.22 0.00 0.05
C -0.886 0.750 -0.437 -0.04 0.06 0.18
H 1.355 0.615 0.787 -0.18 -0.17 0.14
H 1.431 -1.021 1.054 -0.67 -0.06 0.21
H -1.137 -1.070 0.640 0.61 0.08 0.19
H -0.895 0.282 1.771 -0.06 0.21 -0.22
H -1.947 0.885 -0.675 0.18 -0.22 0.26
H -0.475 1.760 -0.267 -0.03 -0.16 -0.15
```
Forces are in eV/Å.

natural (NBO) population analysis, charges in e, atoms 1 to 5: -0.78, 0.83, -0.58, -0.60, -0.24

Record 8
This record from OMol25 describes C3H6N2O in the gas phase at a distorted geometry. The level of theory is ωB97M-V/def2-TZVPD.

Properties
LUMO level (spin up / spin down): 0.0 / 0.3 eV
energy above the lowest of the compared OMol25 structures with the same formula, charge and spin: 84.4 kcal/mol

```
12
Properties=species:S:1:pos:R:3:forces:R:3
C -1.061 0.247 1.606 -1.31 -0.87 0.43
N 0.111 0.206 0.944 -0.32 1.15 0.36
C 0.326 -0.150 -0.332 0.02 0.14 -0.70
N -0.755 -0.601 -1.086 0.28 0.22 0.05
C 1.650 -0.158 -0.892 -0.19 0.14 0.21
O 1.870 -0.432 -2.067 -0.07 -0.02 0.13
H -1.989 -0.032 1.149 -0.23 -0.44 0.05
H -0.958 0.414 2.671 -0.27 0.29 -0.20
H 0.319 1.149 1.312 2.19 -0.38 -0.46
H -0.442 -0.762 -2.041 -0.04 -0.10 0.15
H -1.543 0.045 -1.078 0.06 -0.16 0.05
H 2.472 0.074 -0.186 -0.13 0.02 -0.07
```
Forces are in eV/Å.

natural (NBO) population analysis, charges in e, atoms 1 to 5: -0.30, -0.51, 0.19, -0.81, 0.30

Record 9
This record from OMol25 describes a molecular structure, C3H6N2O at a distorted geometry. The level of theory is ωB97M-V/def2-TZVPD.

Properties
LUMO level (spin up / spin down): -0.3 / -0.4 eV
energy above the lowest of the compared OMol25 structures with the same formula, charge and spin: 157.7 kcal/mol

```
12
Properties=species:S:1:pos:R:3:forces:R:3
C 0.285 -0.159 0.119 0.19 -1.85 -2.17
C -0.645 -1.281 -0.416 2.81 -0.27 -0.51
C 1.485 0.081 -0.482 -1.67 0.99 1.46
N -0.171 0.492 1.174 -1.02 -0.53 3.15
N -0.685 2.673 -0.037 0.44 -0.13 -0.19
O -0.727 2.157 0.966 -0.77 1.22 -0.32
H -1.430 -1.215 0.340 -0.59 -0.97 -0.99
H 0.017 -2.266 -0.356 -1.91 1.78 -0.19
H -0.851 -1.014 -1.508 -0.41 -0.74 1.63
H 1.778 -0.497 -1.318 0.41 -0.19 -0.69
H 2.043 0.899 -0.063 0.64 -0.01 -0.20
H -1.099 0.131 1.581 1.87 0.69 -0.99
```
Forces are in eV/Å.

natural (NBO) population analysis, charges in e, atoms 1 to 5: 0.12, -0.66, -0.44, -0.57, 0.18

Record 10
This record from OMol25 describes 2 unconnected molecules or ions with the total composition C3H6N2O. The level of theory is ωB97M-V/def2-TZVPD.

Properties
LUMO level: 0.9 eV
SMILES: N=C=N.CC=O
energy above the lowest of the compared OMol25 structures with the same formula, charge and spin: 41.7 kcal/mol

```
12
Properties=species:S:1:pos:R:3:forces:R:3
C -0.033 1.059 1.155 0.06 -0.09 -0.01
C 0.878 -1.574 -1.016 0.07 -0.04 -0.03
N 0.961 -2.317 -0.043 -0.06 0.32 -0.46
N 0.980 -0.842 -1.992 0.01 -0.36 0.45
C -1.104 1.187 0.108 -0.12 -0.25 -0.10
O -1.536 0.266 -0.545 0.17 0.39 0.34
H 0.472 0.094 1.074 -0.06 0.17 0.04
H -0.494 1.141 2.148 0.03 0.03 -0.14
H 0.699 1.868 1.066 -0.12 -0.07 -0.02
H 0.372 -2.106 0.753 0.00 -0.02 -0.07
H 0.308 -0.965 -2.739 0.03 0.01 0.04
H -1.513 2.210 -0.028 0.00 -0.10 -0.04
```
Forces are in eV/Å.

natural (NBO) population analysis, charges in e, atoms 1 to 5: -0.72, 0.67, -0.73, -0.73, 0.45